--- one ---
The following is a quantum chemistry calculation of the molecule C10H10N2, from the Open Molecules 2025 dataset.

SMILES   Cn1ccnc1-c1ccccc1
Kohn-Sham gap   9.05 eV
Total charge   0

Geometry as XYZ:
```
22
C10H10N2, DFT ωB97M-V/def2-TZVPD
C -0.343 -0.241 2.319
C -0.017 2.262 2.071
C 0.415 3.041 1.061
C 0.132 1.109 0.194
C 0.136 -0.005 -0.669
C 1.220 -0.285 -1.503
C 1.259 -1.423 -2.409
C 0.086 -2.277 -2.470
C -1.040 -1.921 -1.650
C -1.017 -0.837 -0.786
H 0.664 -0.697 2.636
H -1.309 -0.815 1.919
H -1.075 0.065 3.268
H -0.337 2.518 3.135
H 0.467 4.003 0.928
H 2.130 0.395 -1.404
H 1.975 -1.841 -2.958
H 0.137 -3.043 -3.074
H -1.875 -2.700 -1.613
H -2.032 -0.629 -0.444
N -0.132 1.031 1.560
N 0.555 2.291 -0.111
```

---

--- two ---
The following is a quantum chemistry calculation of a 2-piece molecular cluster, C10H10N2 overall, from the Open Molecules 2025 dataset.

SMILES   c1ccncc1.c1ccncc1
Kohn-Sham gap   8.51 eV
Total charge   0

Geometry as XYZ:
```
22
C10H10N2, DFT ωB97M-V/def2-TZVPD
C -0.241 1.240 1.558
C -1.188 2.226 1.487
C -2.375 1.951 0.737
C -2.565 0.674 0.263
C -1.614 -0.303 0.455
C 0.605 -0.616 -1.849
C 1.941 -0.756 -2.064
C 2.679 -1.345 -1.061
C 2.071 -1.693 0.136
C 0.722 -1.375 0.269
H 0.729 1.444 1.902
H -0.905 3.259 1.982
H -2.988 2.863 0.655
H -3.485 0.351 -0.215
H -1.722 -1.332 0.106
H -0.027 -0.233 -2.608
H 2.361 -0.568 -3.042
H 3.715 -1.376 -1.283
H 2.588 -2.083 1.005
H 0.120 -1.554 1.164
N -0.466 0.003 1.070
N 0.044 -0.779 -0.667
```

---

Which is most stable? The ranking, best first, is one, two.

---

--- one ---
The following is a quantum chemistry calculation of a 2-piece molecular cluster, C10H10N2 overall, from the Open Molecules 2025 dataset.

SMILES   c1ccncc1.c1ccncc1
Kohn-Sham gap   9.24 eV
Total charge   0

Geometry as XYZ:
```
22
C10H10N2, DFT ωB97M-V/def2-TZVPD
C 1.614 -1.422 -0.457
C 1.687 -0.414 -1.265
C 2.196 0.828 -0.763
C 2.597 1.011 0.527
C 2.278 -0.139 1.338
C -0.823 0.742 -0.368
C -2.062 1.278 -0.011
C -3.139 0.485 0.336
C -2.905 -0.879 0.328
C -1.660 -1.290 -0.155
H 1.434 -2.537 -0.588
H 1.423 -0.544 -2.278
H 2.200 1.859 -1.329
H 2.996 2.019 0.947
H 2.225 -0.051 2.412
H 0.055 1.476 -0.361
H -2.015 2.384 0.112
H -4.063 0.910 0.705
H -3.785 -1.526 0.556
H -1.457 -2.400 -0.116
N 1.828 -1.243 0.880
N -0.621 -0.547 -0.449
```

---

--- two ---
The following is a quantum chemistry calculation of the molecule C10H10N2, from the Open Molecules 2025 dataset.

SMILES   C/C(C#N)=C/Cc1cccnc1
Kohn-Sham gap   9.51 eV
Total charge   0

Geometry as XYZ:
```
22
C10H10N2, DFT ωB97M-V/def2-TZVPD
C 1.125 1.432 -0.294
C -2.843 0.615 -0.863
C -1.662 -0.018 -1.298
C -3.274 0.311 0.434
C -0.896 -0.686 -0.335
C -1.375 -0.710 1.012
C 0.332 -1.445 -0.690
C 1.597 -0.895 -0.067
C 2.000 0.408 0.085
C 3.189 0.882 0.861
N 0.368 2.275 -0.471
N -2.493 -0.250 1.358
H -3.416 1.080 -1.619
H -1.278 0.163 -2.355
H -4.309 0.639 0.768
H 0.334 -2.588 -0.450
H 0.391 -1.390 -1.758
H -0.930 -1.379 1.816
H 2.270 -1.715 0.404
H 3.107 1.896 1.272
H 4.255 1.016 0.408
H 3.508 0.358 1.783
```

---

--- three ---
The following is a quantum chemistry calculation of the molecule C10H10N2, from the Open Molecules 2025 dataset.

SMILES   Cc1cc(N)nc2ccccc12
Kohn-Sham gap   8.76 eV
Total charge   0

Geometry as XYZ:
```
22
C10H10N2, DFT ωB97M-V/def2-TZVPD
C 1.702 -1.104 1.487
C 1.131 -0.118 0.551
C 1.601 1.088 0.162
C 0.672 2.074 -0.439
C -0.979 0.567 -0.710
C -2.114 0.051 -1.268
C -2.525 -1.204 -0.967
C -1.899 -2.146 -0.194
C -0.760 -1.701 0.402
C -0.289 -0.395 0.271
H 2.851 -1.014 1.800
H 1.645 -2.154 1.071
H 1.218 -1.119 2.530
H 2.545 1.485 0.458
H 2.217 3.188 -0.764
H 0.970 3.924 0.130
H -2.684 0.555 -1.997
H -3.389 -1.509 -1.625
H -2.082 -3.234 -0.297
H -0.335 -2.498 1.046
N 1.057 3.451 -0.690
N -0.553 1.813 -0.957
```

---

Which is most stable? The ranking, best first, is three, two, one.

---

--- one ---
The following is a quantum chemistry calculation of the molecule C5H14N2, from the Open Molecules 2025 dataset.

SMILES   CCC[C@H](N)CN
Kohn-Sham gap   9.77 eV
Total charge   0

Geometry as XYZ:
```
21
C5H14N2, DFT ωB97M-V/def2-TZVPD
N -0.690 0.249 1.609
C 0.014 -0.352 0.515
C 0.942 0.602 -0.288
C 0.321 1.821 -0.895
C -0.760 1.531 -1.949
C 0.556 -1.742 0.896
N -0.576 -2.485 1.479
H -0.391 1.144 1.975
H -0.646 -0.380 2.402
H -0.598 -0.618 -0.361
H 1.172 -0.060 -1.136
H 1.880 0.803 0.258
H 0.101 2.614 -0.136
H 1.169 2.301 -1.437
H -0.768 2.380 -2.634
H -1.796 1.358 -1.664
H -0.507 0.688 -2.611
H 1.368 -1.732 1.627
H 0.954 -2.195 -0.047
H -0.391 -3.478 1.570
H -1.354 -2.450 0.827
```

---

--- two ---
The following is a quantum chemistry calculation of C5H14N2 as an isolated structure, from the Open Molecules 2025 dataset.

Kohn-Sham gap   8.37 eV
Total charge   0

Geometry as XYZ:
```
21
C5H14N2, DFT ωB97M-V/def2-TZVPD
C -0.079 1.026 -3.318
N 0.361 0.967 -0.002
C 0.011 0.462 1.211
C -0.163 -1.045 1.452
C -0.512 -1.643 0.101
N 0.397 -1.331 -1.100
C 0.026 1.514 2.322
H -1.135 1.178 -3.422
H 0.095 -0.039 -3.549
H 0.517 1.683 -3.978
H 0.165 1.214 -2.230
H -0.743 0.611 0.116
H -0.904 -1.162 2.257
H 0.786 -1.505 1.753
H -1.587 -1.552 -0.042
H -0.356 -2.720 0.244
H 1.298 -1.858 -0.914
H 0.742 -0.357 -0.991
H 0.016 2.559 1.959
H -0.838 1.283 2.952
H 0.934 1.326 2.949
```

---

--- three ---
The following is a quantum chemistry calculation of the molecule C5H14N2, from the Open Molecules 2025 dataset.

SMILES   CC(C)[C@@H](N)CN
Kohn-Sham gap   10.38 eV
Total charge   0

Geometry as XYZ:
```
21
C5H14N2, DFT ωB97M-V/def2-TZVPD
N -1.626 1.134 0.908
C -0.269 0.568 0.547
C 0.086 0.425 -1.005
C -0.347 -0.866 -1.910
C 1.604 0.637 -1.226
C -0.161 -0.804 1.212
N 0.040 -0.951 2.734
H -2.235 0.328 0.897
H -1.997 1.872 0.374
H 0.504 1.098 0.994
H -0.495 1.260 -1.396
H -1.375 -1.173 -1.508
H -0.355 -0.627 -2.928
H 0.245 -1.788 -1.698
H 1.911 0.879 -2.207
H 1.977 1.548 -0.785
H 2.200 0.059 -0.575
H -1.142 -1.281 1.084
H 0.574 -1.377 0.638
H -0.195 0.019 2.918
H 1.055 -0.958 2.932
```

---

Which is most stable? The ranking, best first, is one, three, two.

---

--- one ---
The following is a quantum chemistry calculation of the molecule C5H14N2, from the Open Molecules 2025 dataset.

SMILES   C[C@H](N)CN(C)C
Kohn-Sham gap   9.16 eV
Total charge   0

Geometry as XYZ:
```
21
C5H14N2, DFT ωB97M-V/def2-TZVPD
N 1.729 0.214 0.681
C 1.316 -0.171 -0.626
C 1.753 -1.605 -1.028
C -0.249 -0.048 -0.768
N -0.929 0.509 0.362
C -1.861 -0.288 1.112
C -1.260 1.897 0.344
H 0.984 0.205 1.360
H 2.539 -0.257 1.052
H 1.778 0.479 -1.375
H 1.940 -2.245 -0.199
H 1.043 -2.095 -1.693
H 2.712 -1.557 -1.558
H -0.434 0.515 -1.670
H -0.693 -1.036 -0.918
H -1.631 -1.337 0.939
H -2.891 -0.114 0.777
H -1.782 -0.091 2.177
H -0.559 2.539 -0.201
H -2.235 2.147 -0.117
H -1.270 2.340 1.348
```

---

--- two ---
The following is a quantum chemistry calculation of the molecule C5H14N2, from the Open Molecules 2025 dataset.

SMILES   CCNCCCN
Kohn-Sham gap   9.57 eV
Total charge   0

Geometry as XYZ:
```
21
C5H14N2, DFT ωB97M-V/def2-TZVPD
C 0.231 0.378 -2.485
N 0.384 0.166 -1.014
C 0.059 1.011 0.123
C 0.558 0.494 1.544
C -0.098 -0.650 2.357
N -1.433 -0.222 2.748
C 0.435 -0.980 -3.162
H 1.129 1.137 -2.827
H -0.696 0.984 -2.681
H -0.128 -0.739 -0.871
H 0.483 1.961 0.060
H -1.102 1.242 0.275
H 1.638 0.147 1.275
H 0.813 1.339 2.129
H -0.077 -1.572 1.794
H 0.358 -0.747 3.297
H -1.969 0.072 1.889
H -1.942 -0.954 3.102
H -0.260 -1.766 -2.730
H 0.441 -0.806 -4.231
H 1.541 -1.427 -2.884
```

---

--- three ---
The following is a quantum chemistry calculation of the molecule C5H14N2, from the Open Molecules 2025 dataset.

SMILES   CCNCCCN
Kohn-Sham gap   9.97 eV
Total charge   0

Geometry as XYZ:
```
21
C5H14N2, DFT ωB97M-V/def2-TZVPD
C -0.356 0.387 2.378
N -0.745 -0.085 1.033
C -0.603 0.756 -0.191
C -1.039 -0.136 -1.373
C 0.139 -1.092 -1.837
N 1.041 -0.364 -2.771
C 1.125 0.485 2.686
H -0.705 -0.330 3.159
H -1.000 1.258 2.536
H -0.094 -0.848 0.851
H -1.384 1.510 -0.064
H 0.374 1.232 -0.274
H -1.842 -0.822 -1.067
H -1.407 0.439 -2.224
H 0.558 -1.393 -0.874
H -0.335 -1.915 -2.382
H 1.297 0.468 -2.249
H 1.866 -0.919 -2.955
H 1.701 0.701 1.734
H 1.445 1.315 3.299
H 1.617 -0.394 3.089
```

---

Which is most stable? The ranking, best first, is one, three, two.